Density functional theory data (ωB97M-V/def2-TZVPD) for a single C4H8N2S molecule at a distorted geometry.

Structure (ORCA input):
```
! wB97M-V def2-TZVPD RIJCOSX def2/J DEFGRID3
* xyz 0 1
C 1.121 0.087 0.007
C -0.138 -0.744 0.158
C -1.140 -0.181 1.197
C -1.088 -0.619 -1.051
H 1.700 1.990 -0.406
H 0.011 1.807 -0.308
H 3.036 0.142 -0.143
H 0.185 -1.762 0.348
H -0.755 0.594 1.895
H -1.603 -0.960 1.804
H -1.594 -1.573 -1.342
H -0.659 -0.153 -1.947
N 0.933 1.450 -0.090
N 2.248 -0.533 -0.003
S -2.256 0.457 -0.119
*
```

Output
HOMO-LUMO gap (eV): 9.7
SMILES: [H]/N=C(\N)C1CSC1
Relative energy (zero: lowest compared OMol25 entry of this formula, charge and spin) (kJ/mol): 97.6
Molecular weight (u): 116.2
Calculated total energy (Eh): -664.89559
LUMO level (eV): 0.803